13
Properties=species:S:1:pos:R:3:nbo_charge:R:1 method="wB97M-V/def2-TZVPD" gap_ev=9.49 e_above_lowest_kcal_mol=155.1 total_energy_ev=-11855.2756
C -0.75186 1.82500 -0.26097 0.513
C -0.36670 -0.78316 0.94596 -0.418
C -0.57326 -1.30695 -0.48653 -0.430
C 0.15769 -0.00790 -0.22589 -0.039
N 1.49830 0.22641 -0.38008 0.477
O -1.59351 2.15704 -1.01583 -0.449
O 2.01970 1.08883 0.31949 -0.400
O 2.13696 -0.48110 -1.16309 -0.381
H -0.16341 2.32814 0.57329 0.184
H -1.20551 -0.36104 1.55129 0.217
H 0.25035 -1.25672 1.63307 0.222
H 0.22877 -2.05251 -0.73167 0.252
H -1.63753 -1.37604 -0.75903 0.250

20
Properties=species:S:1:pos:R:3:nbo_charge:R:1 method="wB97M-V/def2-TZVPD" s_squared=0.751 gap_ev="4.08 / 10.10" multiplicity=2 e_above_lowest_kcal_mol=44.1 total_energy_ev=-9382.7788
N -0.67486 0.63179 1.91327 -1.065
C -0.26376 -0.13821 0.68676 -0.144
C 0.67896 -1.29052 1.02617 -0.084
O 0.36481 -1.78352 2.29994 -0.738
C 0.19595 0.79286 -0.43326 -0.259
N 0.40178 0.01021 -1.64877 -0.639
C -0.42733 0.47825 -2.78647 -0.407
H -0.30357 1.60860 1.89012 0.316
H -1.74045 0.73775 1.97920 0.231
H -0.35253 0.18184 2.78827 0.422
H -1.19819 -0.56696 0.32944 0.209
H 0.57916 -2.01367 0.21832 0.189
H 1.71205 -0.93838 0.96381 0.157
H 0.98658 -2.48482 2.53725 0.485
H 1.08504 1.34967 -0.14057 0.195
H -0.58692 1.55035 -0.54002 0.201
H 1.38019 0.09517 -1.88758 0.358
H -0.22431 1.53027 -3.02548 0.171
H -0.13994 -0.09740 -3.65496 0.203
H -1.47264 0.34671 -2.51544 0.199

132
Properties=species:S:1:pos:R:3:mulliken_charge:R:1 method="wB97M-V/def2-TZVPD" total_charge=+2 gap_ev=4.34 e_above_lowest_kcal_mol=57.5 total_energy_ev=-179820.2361
Sn -1.12137 -0.20932 -0.37119 1.011
O -4.12021 1.30469 -2.94362 -0.531
C -3.37901 0.64306 -2.26884 -0.453
N -2.27095 1.13022 -1.56070 0.756
C -2.15981 2.49804 -1.25971 -0.136
O -2.99119 3.34269 -1.44154 -0.547
C -0.83225 2.82611 -0.62812 0.356
C -0.47538 4.13193 -0.37610 -0.494
C 0.78876 4.37174 0.15367 -0.945
C 1.63508 3.30571 0.40262 -1.132
C 1.19465 2.01775 0.14719 -0.080
N -0.02079 1.79171 -0.35762 1.388
C -3.56016 -0.84411 -2.14172 0.520
C -4.52407 -1.48671 -2.89233 -0.812
C -4.71483 -2.85045 -2.69363 -0.510
C -3.94718 -3.51792 -1.75389 -1.074
C -2.98839 -2.81353 -1.04329 -0.498
N -2.79933 -1.50389 -1.24132 0.433
H -1.17424 4.92446 -0.60368 0.630
H 1.10926 5.38386 0.36614 0.524
H 2.63029 3.45856 0.79743 0.626
H 1.81438 1.15316 0.35110 -0.048
H -5.11142 -0.91427 -3.59572 0.636
H -5.46510 -3.38561 -3.26115 0.477
H -4.08370 -4.57350 -1.56306 0.517
H -2.36571 -3.29587 -0.30255 0.953
C 2.88106 0.72130 -2.45369 -1.401
C 2.35261 -0.67547 -2.73722 1.572
C 0.27652 -0.13956 -4.33787 -1.241
C 3.48156 -1.70035 -2.75868 -1.155
O 1.35679 -1.04550 -1.66864 1.009
Si 1.83494 -1.70468 -0.20222 -2.032
S 0.28674 -1.22341 1.20520 -0.456
O 2.16282 -3.27187 -0.33333 0.673
C 1.40014 -4.50170 -0.41515 1.831
C 2.31166 -5.51172 -1.09389 -1.792
C 1.04209 -4.94368 0.99717 -1.646
C 0.15045 -4.25687 -1.24716 -1.188
O 3.17886 -0.92726 0.24252 1.082
C 4.13278 -1.23195 1.31273 1.667
C 5.17517 -2.18421 0.74598 -1.558
C 3.41067 -1.84902 2.50212 -1.473
C 4.75332 0.10343 1.69174 -1.643
H 3.53765 1.05099 -3.25814 -0.007
H 3.45983 0.70120 -1.52843 0.235
H 2.06874 1.43965 -2.33862 0.041
H -0.04690 -0.35623 -5.36102 0.537
H -0.56839 1.64677 -3.58309 -0.101
H -0.43883 -0.58867 -3.66342 -0.137
H 4.20802 -1.42765 -3.52448 0.260
H 3.10705 -2.70495 -2.96670 0.283
H 4.00194 -1.71497 -1.80752 -0.053
H 3.21265 -5.66555 -0.49954 0.354
H 2.60564 -5.15905 -2.08364 0.367
H 1.80409 -6.47082 -1.20457 0.436
H 1.94288 -5.19617 1.55781 0.384
H 0.40522 -5.82929 0.96594 0.488
H 0.50588 -4.15543 1.52801 0.220
H 0.40962 -3.84457 -2.22577 0.126
H -0.49750 -3.55298 -0.71908 -0.305
H -0.39791 -5.18781 -1.39996 0.801
H 4.70262 -3.10039 0.38984 0.103
H 5.90456 -2.44848 1.51291 0.553
H 5.71124 -1.71709 -0.08189 0.331
H 3.00456 -2.83464 2.25592 0.186
H 2.59596 -1.20338 2.84325 0.230
H 4.10519 -1.97701 3.33247 0.622
H 5.21199 0.57155 0.81956 0.320
H 5.52426 -0.03530 2.45006 0.482
H 3.99272 0.77590 2.09807 0.280
S 4.09058 0.92060 -7.02797 -0.139
C 2.72986 0.77415 -5.86727 0.330
C 1.93939 1.96709 -5.69893 -0.757
C 0.87862 2.19044 -4.88516 -0.521
N 0.20334 1.29671 -4.14082 0.297
C 1.64391 -0.77582 -4.13945 0.605
C 2.61212 -0.39475 -5.21176 -1.375
C 5.41066 0.57142 -5.87728 0.492
C 5.89955 1.55976 -5.03341 -0.312
C 6.89224 1.21732 -4.12411 -0.395
N 7.40507 -0.00490 -4.01475 -0.612
C 6.95368 -0.93607 -4.85138 -0.461
C 5.96510 -0.70215 -5.80044 -0.266
H 2.25707 2.84325 -6.24928 0.363
H 0.54100 3.21681 -4.79090 0.437
H 1.45478 -1.85111 -4.26242 0.599
H 3.33809 -1.15170 -5.48313 0.810
H 5.51909 2.57224 -5.07976 0.471
H 7.29643 1.96978 -3.45344 0.396
H 7.40114 -1.92175 -4.76559 0.411
H 5.65093 -1.48743 -6.47650 0.470
C -1.88256 2.67732 5.47142 -1.698
C -1.74821 1.60529 4.36627 2.867
C -0.69324 2.07638 3.36357 -1.718
C -1.22818 0.31870 5.01894 -2.192
Si -3.49499 1.37851 3.62207 -1.782
Br -3.05831 0.09437 1.57823 -0.284
C -4.63150 0.07925 4.44957 2.353
C -4.07046 -1.34430 4.52797 -1.665
C -4.84875 0.57456 5.89832 -1.606
C -5.99543 0.00202 3.75015 -1.901
C -4.33332 2.92907 2.87235 2.751
C -3.31371 3.97372 2.40218 -2.068
C -5.16399 3.55746 4.01427 -1.832
C -5.26703 2.65227 1.68970 -1.433
H -0.90469 2.83011 5.93875 0.537
H -2.56774 2.37364 6.26564 0.335
H -2.21235 3.64505 5.09070 0.353
H 0.26362 2.15449 3.88973 0.715
H -0.91287 3.05599 2.93636 0.199
H -0.55718 1.35510 2.55332 -0.035
H -0.24003 0.52245 5.44260 0.599
H -1.11720 -0.49690 4.29732 0.362
H -1.85915 -0.02498 5.83879 0.460
H -3.18675 -1.42927 5.16165 0.319
H -3.82937 -1.76355 3.54820 0.212
H -4.84378 -1.97857 4.96983 0.587
H -3.91808 0.60078 6.46892 0.313
H -5.51795 -0.12125 6.41345 0.545
H -5.31372 1.56100 5.95126 0.304
H -5.91128 -0.32970 2.71103 0.242
H -6.54260 0.94542 3.76493 0.362
H -6.61123 -0.73250 4.27639 0.618
H -2.66256 4.33879 3.19698 0.373
H -3.86235 4.83602 2.01191 0.633
H -2.69510 3.59431 1.58322 0.312
H -4.56881 3.77555 4.90521 0.346
H -6.00784 2.93218 4.30996 0.362
H -5.57552 4.50985 3.66717 0.550
H -4.71032 2.37431 0.79118 0.076
H -5.80118 3.57874 1.46078 0.569
H -6.01525 1.88279 1.88749 0.267